## one
Below is 3 unconnected molecules or ions with the total composition CH6N2O2, with properties calculated with ωB97M-V/def2-TZVPD.

## Properties
Frontier orbital gap = 10.81 eV

Last column: Löwdin charge in e.
Element x y z (Å)
C: 1.81194 3.09462 2.10122  0.046
N: 1.60742 2.65432 1.02911  -0.180
N: -1.01846 -0.44522 -0.90542  -0.026
O: 1.70396 2.26991 -0.24103  0.024
O: 1.39816 0.02640 1.34925  0.002
H: 1.73128 0.13683 0.51055  -0.028
H: 1.29737 1.41268 -0.37805  0.073
H: -0.70991 0.49337 -1.14823  -0.010
H: -1.71254 -0.90785 -1.56775  0.038
H: -1.63933 -0.46681 -0.05394  0.032
H: 1.49115 -0.83987 1.64487  0.027


## two
Below is 2 unconnected molecules or ions with the total composition CH6N2O2, with properties calculated with ωB97M-V/def2-TZVPD.

## Properties
SMILES = NC(N)=O.O
Frontier orbital gap = 11.03 eV

Last column: Löwdin charge in e.
Element x y z (Å)
N: -0.24900 -1.99958 0.13016  0.148
C: 0.04367 -0.66401 0.12167  -0.656
N: -0.98519 0.14942 -0.25761  0.157
O: 1.15603 -0.23634 0.40632  0.013
H: -1.18872 -2.34159 0.20953  0.094
H: 0.47015 -2.61474 0.46738  0.103
H: -0.79113 1.14070 -0.27838  0.081
H: -1.78302 -0.21444 -0.74290  0.097
O: 0.88495 2.54654 0.15282  -0.084
H: 1.12256 1.66522 0.50202  0.002
H: 1.31969 2.56881 -0.71101  0.043


According to the calculations, the structures order from most to least stable as two, one.


## one
Below is 3 unconnected molecules or ions with the total composition C5H13NO2, with properties calculated with ωB97M-V/def2-TZVPD.

## Properties
SMILES = C=CC/C=C/N.O.O
Frontier orbital gap = 9.41 eV

Last column: Löwdin charge in e.
Element x y z (Å)
C: -0.50967 0.08131 -2.50719  -0.004
C: -0.92792 -0.03554 -1.26146  -0.205
C: -0.06353 -0.75607 -0.20405  -0.211
C: 0.90704 0.34063 0.25511  -0.148
C: 1.31577 0.35944 1.52581  -0.237
N: 2.34983 1.16672 2.03733  0.026
H: -0.90693 0.69737 -3.34181  0.068
H: 0.32815 -0.32401 -3.01281  0.047
H: -1.84237 0.42434 -0.86179  0.105
H: -0.76042 -0.88565 0.65703  0.108
H: 0.39972 -1.67994 -0.54508  0.104
H: 1.45856 0.91150 -0.43307  0.094
H: 0.50728 0.01341 2.25270  0.137
H: 2.42780 1.00434 3.04434  0.079
H: 3.26726 0.89066 1.70905  0.080
O: -1.24683 2.50728 0.84510  -0.050
H: -0.47204 2.54373 1.41100  0.026
H: -1.31140 1.61119 0.50637  -0.019
O: -1.78592 -3.06184 -0.31280  -0.062
H: -2.00694 -2.31828 -0.89029  0.020
H: -1.12743 -3.49060 -0.87351  0.042


## two
Below is 2 unconnected molecules or ions with the total composition C5H13NO2, with properties calculated with ωB97M-V/def2-TZVPD.

## Properties
SMILES = CC(=O)NC(C)C.O
Frontier orbital gap = 10.05 eV

Last column: Löwdin charge in e.
Element x y z (Å)
C: -0.37395 -0.68012 2.54189  -0.016
C: -0.73083 0.31278 1.50908  -0.524
O: -1.77577 0.92817 1.45646  0.059
N: 0.20664 0.40173 0.48748  0.064
C: 0.05355 1.18501 -0.73870  -0.402
C: -1.26585 0.90946 -1.47031  -0.057
C: 1.28749 0.85560 -1.56861  -0.074
H: -0.77846 -0.38822 3.51162  0.090
H: -0.76295 -1.68519 2.34477  0.088
H: 0.68917 -0.92840 2.60591  0.082
H: 0.85200 -0.36050 0.56203  0.079
H: 0.14629 2.24470 -0.56699  0.135
H: -1.56435 -0.11130 -1.66073  0.083
H: -2.07332 1.43686 -0.94326  0.070
H: -1.29232 1.63322 -2.29639  0.080
H: 2.18556 1.00477 -0.96740  0.083
H: 1.26617 1.26521 -2.57943  0.082
H: 1.35301 -0.22008 -1.83229  0.073
O: 0.73019 -2.64725 0.24151  -0.027
H: 0.89648 -3.31176 -0.41365  0.037
H: 0.95125 -1.84472 -0.22298  -0.007


## three
Below is 2 unconnected molecules or ions with the total composition C5H13NO2, with properties calculated with ωB97M-V/def2-TZVPD.

## Properties
SMILES = C=NCCCCO.O
Frontier orbital gap = 10.33 eV

Last column: Löwdin charge in e.
Element x y z (Å)
C: -0.01580 -0.85913 -2.06511  -0.037
N: 0.19641 -1.86461 -1.20265  -0.009
C: 1.10294 -1.52856 0.00337  -0.231
C: 0.49801 -0.57787 1.08609  -0.148
C: 1.37994 0.82106 1.03567  -0.132
C: 0.31910 2.02724 1.14741  -0.256
O: -0.66434 2.13971 0.09479  -0.157
H: -0.45276 -1.05805 -3.08399  0.086
H: 0.27620 0.11971 -1.80933  0.033
H: 1.97067 -1.09774 -0.30004  0.043
H: 1.51356 -2.49431 0.48289  0.125
H: 0.31698 -1.04535 2.06217  0.102
H: -0.47382 -0.26102 0.70060  0.062
H: 1.75205 0.95493 0.06119  0.063
H: 2.09340 1.09459 1.95221  0.147
H: 1.02445 2.90852 0.75652  0.141
H: -0.28603 2.24224 2.02379  0.105
H: -0.89943 1.31382 -0.46955  0.085
O: -3.47492 -0.84697 -1.11642  -0.023
H: -3.47683 -1.58917 -0.56407  0.006
H: -2.69978 -0.39904 -0.79552  -0.004


According to the calculations, the structures order from most to least stable as two, one, three.